Below is a structure of composition C35H33FN8O4RuS2 at a distorted geometry, with properties calculated with ωB97M-V/def2-TZVPD.

```
84
Properties=species:S:1:pos:R:3
Ru -1.89782 -0.01443 -0.07588
F 3.93028 -3.41593 -0.14248
C 3.89908 -2.06953 -0.25018
C 2.66778 -1.47733 -0.21538
C 2.54248 -0.08973 -0.26048
C 1.20778 0.49447 -0.21518
O 0.21718 -0.26733 -0.26968
C 1.18048 1.91727 -0.11908
C 2.35288 2.61747 -0.15808
N 3.57458 2.07097 -0.31698
C 4.71748 2.94697 -0.33588
C 4.65018 4.20667 -1.14408
C 5.55828 3.09657 -1.57288
C 3.70588 0.69967 -0.34208
C 4.95138 0.06377 -0.44108
C 5.08728 -1.32203 -0.38438
N 6.34788 -1.91713 -0.51168
C 7.50108 -1.33283 0.14372
C 8.71488 -1.45493 -0.79548
N 8.52248 -2.64803 -1.66478
C 7.91838 -3.75363 -0.88458
C 6.46548 -3.37153 -0.57538
C -0.12012 2.70237 0.00142
O -0.06632 3.91527 0.05162
O -1.21482 2.04317 0.02342
H 1.77668 -2.07933 -0.12628
H 2.30898 3.69497 -0.06658
H 5.22138 2.98577 0.62462
H 5.07518 5.10587 -0.72838
H 3.76718 4.38227 -1.73778
H 6.62238 3.22497 -1.44248
H 5.29058 2.53307 -2.45348
H 5.82458 0.68187 -0.56978
H 7.70278 -1.85413 1.08882
H 7.32278 -0.28753 0.38552
H 9.62868 -1.57503 -0.21278
H 8.82148 -0.57603 -1.43068
H 9.40948 -2.92763 -2.09608
H 7.85878 -2.40513 -2.41188
H 8.50378 -3.89043 0.02512
H 7.94748 -4.68333 -1.45408
H 6.16208 -3.86233 0.35862
H 5.81868 -3.73493 -1.37618
S -2.10362 -0.05973 2.48702
C -3.46002 1.01227 2.39132
N -3.83702 1.56277 3.51862
N -4.98202 2.16847 3.71532
C -6.25102 1.78957 3.34292
C -7.31812 2.65707 3.62712
C -8.61452 2.25837 3.38162
C -8.87512 0.99207 2.87222
C -7.82152 0.13377 2.58512
C -6.51772 0.52607 2.79802
N -4.03262 1.35787 1.22092
N -3.53392 0.99417 0.11702
C -4.04882 1.54147 -1.03988
C -3.26262 1.51967 -2.20438
C -3.67082 2.22507 -3.31658
C -4.87632 2.91377 -3.30798
C -5.68932 2.88087 -2.18318
C -5.28432 2.20727 -1.04978
H -4.92152 2.90737 4.41252
H -7.12192 3.63727 4.03612
H -9.43242 2.92517 3.60472
H -9.89182 0.66997 2.71062
H -8.02102 -0.85963 2.21572
H -5.70722 -0.15993 2.60532
H -2.29762 0.99837 -2.21968
H -3.03782 2.26377 -4.18818
H -5.18102 3.47087 -4.17978
H -6.63172 3.40517 -2.18418
H -5.90052 2.18547 -0.16268
O -3.79062 -1.44633 -0.35848
N -3.79752 -2.74143 -0.23528
C -4.96932 -3.39523 -0.12338
C -5.00972 -4.76433 -0.00958
C -3.81752 -5.48933 -0.00388
C -2.62492 -4.81453 -0.11418
C -2.62062 -3.42193 -0.22858
S -1.19692 -2.48203 -0.36288
H -5.85442 -2.77703 -0.13828
H -5.95952 -5.26673 0.07292
H -3.83032 -6.56353 0.08722
H -1.68132 -5.33533 -0.11248
```

Properties
- lowest unoccupied orbital energy (spin up / spin down) (eV) = -5.7438 / -6.7959
- charge = +2
- spin multiplicity = 5
- HOMO level (spin up / spin down) (eV) = -11.6 / -11.8
- energy (eV) = -83892.211
- orbital gap (spin up / spin down) (eV) = 5.905 / 5.015
- relative energy (zero: lowest compared OMol25 entry of this formula, charge and spin) (kJ/mol) = 249.8
- M (g mol⁻¹) = 813.90


Below is a structure of composition C35H33NO2PtTe, with properties calculated with ωB97M-V/def2-TZVPD.

```
73
Properties=species:S:1:pos:R:3
Pt -0.88494 0.70056 -0.02832
O -0.81901 -0.26115 -1.72076
C 0.23452 -0.25266 -2.69780
C 1.39434 0.61565 -2.18993
C 1.90506 0.33459 -0.81603
C 3.19921 -0.10059 -0.60942
C 3.70066 -0.19798 0.67906
C 2.91407 0.20228 1.74210
C 1.61107 0.61600 1.52035
C 0.73444 1.07269 2.64165
C -0.44245 0.11459 2.89008
O -1.23697 0.14778 1.69628
C 0.07389 -1.30849 3.07903
C 1.03864 -1.55533 4.05365
C 1.54208 -2.83387 4.23448
C 1.08668 -3.88057 3.44244
C 0.11812 -3.64238 2.48118
C -0.39048 -2.36076 2.29905
C -1.34722 0.62651 3.99606
C -1.79225 1.95087 3.97213
C -2.63431 2.42471 4.96254
C -3.04762 1.58157 5.98687
C -2.62196 0.26233 6.00656
C -1.77930 -0.21756 5.01240
N 1.13204 0.62148 0.25841
C 0.70155 -1.68963 -2.84925
C 1.13710 -2.15799 -4.08370
C 1.64669 -3.44297 -4.20452
C 1.72209 -4.27068 -3.09341
C 1.28444 -3.80958 -1.85892
C 0.77784 -2.52513 -1.73513
C -0.37539 0.35185 -3.96025
C 0.21625 1.38388 -4.68334
C -0.43728 1.93799 -5.78089
C -1.67924 1.45982 -6.16487
C -2.26324 0.41065 -5.46161
C -1.61325 -0.14280 -4.37194
H 1.08634 1.66193 -2.20832
H 2.22644 0.53035 -2.88681
H 3.80391 -0.35054 -1.46973
H 4.70777 -0.55611 0.84743
H 3.28812 0.19213 2.75536
H 0.34166 2.06514 2.41233
H 1.33163 1.16743 3.54570
H 1.37816 -0.75617 4.70334
H 2.28150 -3.01615 5.00306
H 1.47513 -4.87944 3.58863
H -0.26056 -4.45675 1.87740
H -1.16449 -2.19805 1.56173
H -1.49549 2.62814 3.18024
H -2.96707 3.45390 4.93950
H -3.70187 1.95450 6.76305
H -2.94504 -0.40373 6.79499
H -1.46464 -1.25098 5.04204
H 1.07106 -1.52453 -4.96015
H 1.97767 -3.79892 -5.17078
H 2.11123 -5.27515 -3.19035
H 1.32871 -4.45384 -0.99050
H 0.41813 -2.19229 -0.76778
H 1.19275 1.76943 -4.41956
H 0.03591 2.73387 -6.34098
H -2.18326 1.88655 -7.02162
H -3.22250 0.01802 -5.77173
H -2.06512 -0.96512 -3.83115
C -2.85691 3.47796 -0.28946
Te -1.63657 2.55971 -1.77978
C -0.10655 4.03829 -1.60779
H -2.26394 3.69449 0.59544
H -3.68895 2.81841 -0.05296
H -3.23825 4.39996 -0.72737
H -0.20217 4.68135 -2.48027
H 0.87588 3.57846 -1.59330
H -0.27450 4.60208 -0.69412
```

Properties
- lowest unoccupied orbital energy (spin up / spin down) (eV) = -8.8402 / -8.8396
- charge = +2
- HOMO level (spin up / spin down) (eV) = -14.0 / -14.0
- energy (eV) = -52937.912
- orbital gap (spin up / spin down) (eV) = 5.177 / 5.178
- relative energy (zero: lowest compared OMol25 entry of this formula, charge and spin) (kJ/mol) = 0.0
- M (g mol⁻¹) = 822.33


Below is a structure of composition C35H34I2N9OPRu at a distorted geometry, with properties calculated with ωB97M-V/def2-TZVPD.

```
83
Properties=species:S:1:pos:R:3
Ru 0.10242 0.73177 0.07657
C 2.34884 -2.69843 -5.84111
C 1.57331 -2.02893 -4.77099
C 0.20418 -2.26499 -4.58494
C -0.47009 -1.71133 -3.53052
C 0.17256 -0.88685 -2.56868
N -0.50429 -0.39355 -1.51123
C -1.87795 -0.27961 -1.51576
C -2.57573 0.26468 -2.60891
C -3.93506 0.46976 -2.55767
C -4.67776 0.12200 -1.42724
C -6.14569 0.37041 -1.38583
C -4.00545 -0.43878 -0.34846
C -2.63308 -0.63718 -0.37339
N -1.99706 -1.20824 0.74678
C -2.47439 -2.18234 1.54724
C -1.54255 -2.39667 2.53860
C -0.50978 -1.49945 2.26872
N -0.79994 -0.78667 1.18531
C 1.57417 -0.67528 -2.75017
C 2.22391 -1.22097 -3.84210
N 2.35001 0.00636 -1.80469
C 3.51768 0.65149 -2.03145
C 4.11574 0.86022 -0.81257
C 3.23722 0.29349 0.11687
N 2.17261 -0.21042 -0.49256
H 1.72429 -2.96623 -6.68639
H 2.77557 -3.62191 -5.44352
H 3.17772 -2.08039 -6.17861
H -0.31736 -2.90660 -5.27758
H -1.51483 -1.94190 -3.38528
H -2.01710 0.55155 -3.48813
H -4.43763 0.90479 -3.40733
H -6.61021 0.02415 -2.30578
H -6.34952 1.43860 -1.30582
H -6.61046 -0.13508 -0.54425
H -4.55745 -0.71845 0.53630
H -3.41052 -2.66697 1.35955
H -1.60412 -3.09977 3.34341
H 0.41753 -1.36193 2.79257
H 3.28516 -1.06153 -3.95460
H 3.83649 0.94571 -3.00864
H 5.05103 1.34460 -0.62538
H 3.36494 0.15184 1.17329
I 1.55218 2.95152 -4.19581
C -0.25875 3.35670 -3.22575
C -1.26932 4.07554 -3.84169
C -2.47368 4.28385 -3.20215
I -3.96281 5.39272 -4.20596
C -2.71162 3.73727 -1.91460
C -3.91961 3.85971 -1.20224
C -4.05151 3.26499 0.02780
C -2.96880 2.55274 0.55092
N -1.82351 2.42863 -0.07953
C -1.67201 3.00076 -1.28816
C -0.39205 2.81479 -1.93274
O 0.56989 2.19103 -1.37583
H -1.11046 4.47522 -4.83264
H -4.73290 4.42451 -1.63112
H -4.96694 3.34594 0.59221
H -3.03613 2.07823 1.52157
C 3.14438 3.49459 3.43726
N 2.36873 4.25068 2.46857
C 1.26502 4.91207 3.13614
N 0.42334 3.94121 3.81552
C 1.20901 3.21290 4.79612
N 2.31361 2.53542 4.14557
C 1.88677 1.44364 3.32318
P 0.84296 2.02910 1.86048
C 1.94989 3.46058 1.34872
C -0.30286 3.09146 2.92618
H 3.57097 4.19042 4.16296
H 3.95423 2.96869 2.92671
H 0.67117 5.46607 2.40616
H 1.66521 5.60547 3.87874
H 0.57755 2.48000 5.30340
H 1.60273 3.91740 5.53175
H 1.28869 0.75269 3.92776
H 2.77031 0.91048 2.96288
H 1.38308 4.08609 0.64723
H 2.82676 3.06523 0.82271
H -0.94970 2.42402 3.50592
H -0.91889 3.69945 2.25523
```

Properties
- lowest unoccupied orbital energy (spin up / spin down) (eV) = -8.6714 / -8.4486
- charge = +2
- HOMO level (spin up / spin down) (eV) = -12.1 / -12.3
- energy (eV) = -80362.944
- orbital gap (spin up / spin down) (eV) = 3.450 / 3.883
- M (g mol⁻¹) = 982.57